Record 1
{
  "formula": "C3H9O2",
  "method": "ωB97M-V/def2-TZVPD",
  "species": ["C", "O", "H", "H", "H", "C", "O", "C", "H", "H", "H", "H", "H", "H"],
  "coordinates": [[2.200, -0.100, -0.307], [1.607, -1.222, -0.828], [1.815, 0.151, 0.714], [2.009, 0.801, -0.921], [3.280, -0.237, -0.116], [-1.366, -0.314, -0.275], [-0.602, -1.371, 0.227], [-1.479, 0.841, 0.703], [-2.381, -0.696, -0.497], [-0.914, 0.029, -1.216], [0.417, -1.337, -0.271], [-1.641, 0.560, 1.737], [-2.363, 1.444, 0.439], [-0.583, 1.449, 0.609]],
  "atomic_forces_ev_per_a": [[-0.481, -0.396, 0.660], [-0.162, -0.020, 0.011], [-0.101, 0.058, -0.196], [0.381, 0.193, -0.041], [0.188, 0.219, -0.398], [0.128, -1.296, 0.412], [0.169, 0.195, -0.152], [-0.477, 0.718, -0.586], [0.033, 0.164, -0.109], [-0.192, 0.254, -0.086], [-0.026, -0.041, 0.095], [0.224, -0.471, 0.163], [0.249, 0.212, -0.094], [0.068, 0.210, 0.320]],
  "fmax_ev_per_a": 1.4,
  "homo_ev": -3.36,
  "total_charge": -1,
  "homo_lumo_gap_ev": 7.77,
  "lumo_energy_ev": 4.41,
  "e_above_lowest_kj_mol": 48.58
}

---

Record 2
{
  "formula": "C3H9O2S",
  "method": "ωB97M-V/def2-TZVPD",
  "species": ["C", "O", "C", "C", "S", "H", "H", "H", "H", "H", "H", "H", "H", "H", "O"],
  "coordinates": [[-1.853, -0.037, -0.357], [-1.658, 1.177, 0.266], [-0.523, -0.594, -0.901], [0.601, -0.645, 0.123], [2.096, -1.520, -0.575], [-2.312, -0.790, 0.313], [-2.536, 0.211, -1.188], [-0.245, -0.026, -1.784], [-0.722, -1.660, -1.095], [0.968, 0.331, 0.427], [0.498, -1.325, 0.972], [2.688, -0.971, -1.654], [-0.147, 3.246, 1.559], [-1.053, 1.944, 1.130], [-0.811, 2.691, 1.988]],
  "atomic_forces_ev_per_a": [[0.895, 1.950, 0.725], [-0.329, -0.172, -0.449], [-0.984, -1.233, 0.860], [1.263, 0.729, -1.376], [0.588, -1.200, 0.490], [-0.096, -0.167, -0.087], [-0.076, -0.946, -0.271], [0.271, -0.145, -0.062], [0.151, 0.179, -0.830], [-0.458, -0.007, 0.330], [-0.557, 0.341, 0.004], [-0.772, 0.716, 0.126], [-0.088, 0.055, 0.234], [-0.146, 0.663, 1.723], [0.337, -0.762, -1.416]],
  "fmax_ev_per_a": 2.3,
  "homo_ev": -3.66,
  "total_charge": -1,
  "homo_lumo_gap_ev": 6.76,
  "lumo_energy_ev": 3.10,
  "e_above_lowest_kj_mol": 114.65
}

---

Record 3
{
  "formula": "C3H9O2S",
  "method": "ωB97M-V/def2-TZVPD",
  "species": ["C", "O", "C", "C", "S", "H", "H", "H", "H", "H", "H", "H", "H", "H", "O"],
  "coordinates": [[0.745, 1.074, -0.802], [1.514, 0.964, 0.289], [-0.732, 0.720, -0.430], [-0.852, -0.794, -0.282], [-2.660, -1.329, -0.530], [1.246, 0.515, -1.633], [0.699, 2.080, -1.258], [-0.975, 1.206, 0.523], [-1.425, 1.080, -1.205], [-0.541, -1.123, 0.704], [-0.394, -1.413, -1.053], [-3.123, -0.565, 0.459], [2.562, -0.966, 2.499], [1.817, -0.356, 1.076], [2.119, -1.093, 1.644]],
  "atomic_forces_ev_per_a": [[-0.958, 1.452, -1.461], [0.460, 0.677, 0.148], [0.763, -1.282, -0.696], [-2.073, -0.443, 0.066], [1.055, 0.294, 0.295], [-0.709, -0.598, 0.565], [0.384, 0.245, 0.551], [0.055, 0.008, -0.272], [0.423, 0.031, 0.164], [0.158, -0.188, -0.088], [0.453, 0.435, 0.037], [-0.217, 0.046, 0.139], [-0.462, 0.837, -0.926], [0.681, 0.159, 1.315], [-0.014, -1.672, 0.162]],
  "fmax_ev_per_a": 2.3,
  "spin_multiplicity": 2,
  "homo_ev": [-9.23, -9.21],
  "total_charge": 0,
  "homo_lumo_gap_ev": [10.09, 6.70],
  "s2": 0.75,
  "lumo_energy_ev": [0.86, -2.51],
  "e_above_lowest_kj_mol": 67.72
}

---

Record 4
{
  "formula": "C3H9O2S",
  "method": "ωB97M-V/def2-TZVPD",
  "species": ["C", "O", "C", "C", "S", "H", "H", "H", "H", "H", "H", "H", "H", "H", "O"],
  "coordinates": [[0.559, 0.533, -0.022], [0.435, 0.871, 1.283], [-0.208, -0.719, -0.478], [-1.675, -0.275, -0.660], [-2.246, -0.576, -2.429], [1.620, 0.121, -0.064], [0.366, 1.410, -0.752], [0.295, -1.044, -1.355], [-0.134, -1.411, 0.367], [-1.813, 0.776, -0.461], [-2.262, -0.859, 0.053], [-1.828, -1.766, -2.211], [2.464, 1.405, 2.828], [1.763, 0.742, 1.786], [2.663, 0.792, 2.114]],
  "atomic_forces_ev_per_a": [[1.131, 0.567, -0.901], [-1.687, 0.038, -0.933], [-0.871, 1.580, 1.680], [-0.078, -0.884, -0.856], [-0.169, 1.504, 1.273], [-0.470, 0.876, -0.298], [0.571, -1.221, 1.020], [0.056, -0.603, -0.772], [0.071, -0.302, -0.469], [-0.018, 0.249, 0.089], [-0.386, 0.241, -0.363], [0.345, -1.951, -0.464], [0.692, 0.149, 0.395], [-0.196, -0.631, -0.097], [1.009, 0.388, 0.696]],
  "fmax_ev_per_a": 2.5,
  "spin_multiplicity": 2,
  "homo_ev": [-9.43, -9.45],
  "total_charge": 0,
  "homo_lumo_gap_ev": [10.28, 6.91],
  "s2": 0.75,
  "lumo_energy_ev": [0.85, -2.53],
  "e_above_lowest_kj_mol": 112.51
}

---

Record 5
{
  "formula": "C3H9O3",
  "method": "ωB97M-V/def2-TZVPD",
  "species": ["C", "C", "O", "C", "O", "H", "H", "H", "H", "H", "H", "H", "H", "H", "O"],
  "coordinates": [[0.355, 0.601, -0.006], [-0.311, 0.079, 1.259], [-1.691, 0.483, 1.469], [1.862, 0.172, -0.077], [2.319, 0.125, -1.345], [-0.111, 0.221, -0.916], [0.212, 1.696, -0.047], [0.287, 0.262, 2.156], [-0.347, -1.018, 1.148], [-1.896, 0.887, 0.625], [1.821, -0.835, 0.384], [2.427, 0.871, 0.596], [-1.403, -1.156, -1.019], [-1.557, -0.945, -2.462], [-1.968, -1.443, -1.765]],
  "atomic_forces_ev_per_a": [[-0.207, 0.950, 0.828], [-0.275, -1.336, -0.411], [0.771, 0.299, -0.141], [-0.470, 0.155, -1.301], [0.078, 0.196, 0.283], [-0.008, -0.211, -0.027], [0.319, -0.118, -0.030], [-0.163, 0.361, -0.058], [0.151, 0.056, 0.225], [-0.468, 0.218, -0.061], [0.392, -0.255, 0.549], [-0.090, -0.223, 0.159], [-0.490, -0.442, -0.226], [0.215, 0.230, -0.786], [0.246, 0.118, 0.997]],
  "fmax_ev_per_a": 1.4,
  "homo_ev": -2.53,
  "total_charge": -1,
  "homo_lumo_gap_ev": 6.33,
  "lumo_energy_ev": 3.81,
  "e_above_lowest_kj_mol": 104.67
}

---

Record 6
{
  "formula": "C3H9O3",
  "method": "ωB97M-V/def2-TZVPD",
  "species": ["C", "C", "O", "C", "O", "H", "H", "H", "H", "H", "H", "H", "H", "H", "O"],
  "coordinates": [[-1.004, -0.279, -0.826], [-0.286, 1.243, -0.408], [0.364, 1.327, 0.830], [-1.006, -1.316, 0.413], [-0.155, -1.469, 1.515], [-0.271, -0.575, -1.605], [-2.015, -0.432, -1.244], [0.474, 1.150, -1.187], [-1.052, 2.060, -0.566], [0.128, -0.500, 1.429], [-2.060, -1.420, 0.708], [-0.995, -2.262, -0.233], [2.889, 0.475, -0.244], [2.017, 0.921, 0.919], [2.972, 1.079, 0.499]],
  "atomic_forces_ev_per_a": [[2.186, 0.912, 2.330], [-0.395, -1.384, 0.798], [-1.565, -1.243, -0.753], [-2.552, -3.118, -3.464], [0.562, 2.881, -1.382], [-0.532, -0.445, 0.454], [0.238, 0.722, 0.188], [0.064, 1.158, -0.500], [0.751, -0.552, -0.075], [0.723, -0.388, 1.278], [-0.014, 0.740, 0.600], [0.492, 0.374, 0.918], [0.229, 0.020, -0.163], [1.186, 1.197, -1.166], [-1.373, -0.874, 0.937]],
  "fmax_ev_per_a": 5.3,
  "homo_ev": -3.53,
  "total_charge": -1,
  "homo_lumo_gap_ev": 7.70,
  "lumo_energy_ev": 4.17,
  "e_above_lowest_kj_mol": 173.58
}

---

Record 7
{
  "formula": "C3H9O3",
  "method": "ωB97M-V/def2-TZVPD",
  "species": ["C", "O", "C", "C", "O", "H", "H", "H", "H", "H", "H", "H", "H", "H", "O"],
  "coordinates": [[0.390, 0.955, 0.883], [-0.442, 0.081, 1.446], [0.360, 0.667, -0.711], [1.287, -0.596, -0.836], [0.771, -1.571, -1.728], [0.093, 2.009, 1.076], [1.508, 0.837, 1.084], [0.917, 1.481, -1.218], [-0.647, 0.613, -1.120], [2.332, -0.386, -1.066], [1.185, -1.092, 0.150], [-0.115, -1.765, -1.418], [-3.191, -0.170, 1.465], [-1.737, -0.359, 1.171], [-2.712, -0.703, 0.823]],
  "atomic_forces_ev_per_a": [[-0.619, -0.013, -2.462], [0.471, -0.699, 1.652], [2.832, 0.935, 0.982], [-2.354, -0.290, 1.264], [0.426, -0.358, -1.251], [0.364, 0.083, -0.071], [-0.731, 0.182, 0.492], [-0.466, 0.026, -0.087], [0.010, -0.465, 0.184], [-0.195, 0.074, -0.228], [0.645, 0.476, -0.089], [-0.169, 0.013, 0.108], [-0.602, -0.122, -0.134], [-0.377, -0.423, -1.294], [0.765, 0.582, 0.933]],
  "fmax_ev_per_a": 3.1,
  "homo_ev": -3.44,
  "total_charge": -1,
  "homo_lumo_gap_ev": 7.59,
  "lumo_energy_ev": 4.16,
  "e_above_lowest_kj_mol": 72.53
}

---

Record 8
{
  "formula": "C3H9O8P3",
  "method": "ωB97M-V/def2-TZVPD",
  "species": ["C", "C", "C", "O", "O", "O", "O", "O", "O", "O", "O", "P", "P", "P", "H", "H", "H", "H", "H", "H", "H", "H", "H"],
  "coordinates": [[-0.542, -0.559, -2.399], [-2.877, -0.064, 0.863], [1.391, 0.825, 2.178], [2.759, -0.446, -2.161], [1.449, -1.422, -0.186], [3.582, -0.071, 0.238], [-0.599, -1.859, 1.197], [0.049, 2.724, -1.410], [-0.856, -1.377, -1.291], [-1.619, 0.323, 0.449], [0.998, 1.748, 1.173], [2.447, -0.305, -0.711], [-0.304, -0.864, 0.140], [0.731, 1.135, -0.275], [0.535, -0.566, -2.592], [-0.852, 0.475, -2.221], [-1.077, -0.973, -3.260], [-3.593, -0.073, 0.027], [-3.250, 0.630, 1.633], [-2.835, -1.073, 1.293], [2.392, 0.436, 1.967], [0.691, -0.014, 2.217], [1.380, 1.370, 3.129]],
  "atomic_forces_ev_per_a": [[0.013, 0.194, -0.463], [-0.261, -0.423, 0.234], [0.251, -0.126, 0.607], [-0.179, 0.061, -0.291], [-0.860, 0.409, 0.261], [-0.113, 0.179, 0.176], [0.046, -0.146, 0.480], [1.943, -4.762, 3.332], [-0.151, -0.344, 0.369], [0.813, -0.297, -0.173], [-0.033, 0.642, 0.326], [0.897, 0.021, -0.322], [-0.635, 0.586, -0.740], [-1.175, 3.883, -3.605], [-0.050, -0.074, -0.162], [-0.140, 0.041, -0.182], [0.054, 0.095, 0.023], [-0.052, 0.030, 0.005], [-0.037, -0.034, -0.079], [-0.154, 0.060, 0.049], [-0.102, 0.061, 0.045], [-0.012, 0.037, 0.234], [-0.061, -0.093, -0.124]],
  "fmax_ev_per_a": 6.1,
  "homo_ev": -1.35,
  "total_charge": -2,
  "homo_lumo_gap_ev": 7.27,
  "lumo_energy_ev": 5.92,
  "e_above_lowest_kj_mol": 210.12
}

---

Record 9
{
  "formula": "C3H9OPS",
  "method": "ωB97M-V/def2-TZVPD",
  "species": ["C", "C", "C", "O", "P", "S", "H", "H", "H", "H", "H", "H", "H", "H", "H"],
  "coordinates": [[-1.306, 2.093, 1.314], [0.194, -2.035, -0.050], [1.075, -0.781, 0.065], [1.290, 1.776, -0.165], [0.077, 0.726, -0.083], [-0.295, 0.659, -2.191], [-2.346, 1.805, 0.957], [-1.253, 1.488, 2.249], [0.534, -2.737, 0.737], [-0.910, -1.683, 0.046], [0.234, -2.445, -1.156], [2.020, -0.840, -0.462], [1.387, -0.710, 1.132], [0.908, 2.631, 0.083], [-1.608, 0.053, -2.477]],
  "atomic_forces_ev_per_a": [[0.249, -1.778, -1.166], [-1.123, 0.402, -2.064], [-0.231, -0.374, 2.116], [0.013, 0.345, 0.063], [-0.926, 0.610, 0.035], [-2.081, -0.704, -0.927], [0.859, 0.251, -0.025], [0.254, 0.170, -0.165], [-0.738, 0.002, -0.817], [1.639, -1.058, 0.330], [0.106, 0.461, 2.397], [-0.141, 0.403, -0.585], [-0.067, -0.044, -0.391], [0.068, 0.295, 0.142], [2.118, 1.019, 1.056]],
  "fmax_ev_per_a": 2.6,
  "homo_ev": -8.64,
  "total_charge": 0,
  "homo_lumo_gap_ev": 8.62,
  "lumo_energy_ev": -0.02,
  "e_above_lowest_kj_mol": 480.36
}

---

Record 10
{
  "formula": "C3H9OPS",
  "method": "ωB97M-V/def2-TZVPD",
  "species": ["C", "C", "C", "O", "P", "S", "H", "H", "H", "H", "H", "H", "H", "H", "H"],
  "coordinates": [[-1.359, -0.248, 0.541], [-0.587, 1.072, 0.273], [0.324, 0.933, -0.849], [2.156, 0.896, 1.529], [1.970, -1.596, -0.091], [2.246, 0.544, 0.067], [-1.461, -0.407, 1.683], [-2.234, -0.077, -0.033], [-0.679, -0.940, 0.114], [-0.186, 1.270, 1.254], [-1.402, 1.752, 0.194], [0.863, 1.842, -1.359], [0.171, 0.073, -1.503], [2.948, -1.606, -1.053], [2.893, -1.977, 0.855]],
  "atomic_forces_ev_per_a": [[1.277, 1.012, 1.701], [-1.675, -0.727, 1.819], [4.626, 1.626, -0.339], [-0.223, -0.130, -0.914], [-1.043, -0.328, -0.067], [-1.475, 0.343, 0.502], [-0.309, 0.069, -2.150], [-1.272, -1.027, -0.093], [-0.215, -1.615, -0.093], [1.284, 0.717, -0.013], [-0.119, 1.427, -0.660], [-2.055, -1.463, 0.643], [-0.022, 0.307, -0.136], [0.595, -0.244, -0.977], [0.624, 0.032, 0.778]],
  "fmax_ev_per_a": 4.9,
  "homo_ev": -8.72,
  "total_charge": 0,
  "homo_lumo_gap_ev": 9.35,
  "lumo_energy_ev": 0.63,
  "e_above_lowest_kj_mol": 451.77
}